No. 1
A molecular structure, C20H22CoN2O7, computed with ωB97M-V/def2-TZVPD.

Multiplicity ... 5
Charge ... +1
Kohn-Sham gap (alpha / beta) ... 7.733 / 6.379 eV
Strongest force on any atom ... 0.313 eV/A

```
52
Properties=species:S:1:pos:R:3:nbo_charge:R:1
Co -0.780 0.657 0.430 1.5828
O -1.188 0.537 -1.605 -0.7918
C -2.070 1.538 -2.138 -0.0822
C -3.462 1.334 -1.569 -0.2578
N -3.679 1.776 -0.189 -0.2604
C -4.373 0.859 0.708 -0.3503
C -3.541 -0.335 1.223 0.7795
O -4.145 -1.294 1.633 -0.5856
O -2.256 -0.184 1.210 -0.9099
C -3.442 3.055 0.187 -0.2693
C -1.850 3.321 1.116 0.8797
O -2.036 4.139 1.950 -0.4883
O -0.931 2.650 0.632 -0.7694
H -0.457 0.341 -2.215 0.5293
H -2.130 1.412 -3.219 0.2080
H -1.676 2.532 -1.919 0.1985
H -3.707 0.274 -1.619 0.2409
H -4.166 1.872 -2.211 0.2302
H -5.257 0.460 0.211 0.2418
H -4.706 1.415 1.583 0.2418
H -4.110 3.440 0.949 0.2502
H -3.247 3.743 -0.632 0.2302
C 1.501 -3.596 0.389 -0.2587
O 2.280 -2.515 -0.121 -0.4960
C 1.861 -1.907 -1.242 0.3172
C 0.809 -2.342 -2.039 -0.2876
C 0.494 -1.662 -3.211 -0.1929
C 1.209 -0.535 -3.594 -0.2921
C 2.252 -0.089 -2.787 -0.2089
C 2.568 -0.760 -1.622 0.1499
N 3.701 -0.323 -0.873 -0.5031
C 3.936 -0.200 0.418 0.2725
C 3.125 -0.232 1.561 -0.3016
C 3.819 -0.344 2.801 -0.0942
C 3.153 -0.438 3.983 -0.2739
C 1.743 -0.400 3.972 -0.0946
C 1.039 -0.248 2.807 -0.3413
C 1.702 -0.126 1.565 0.5315
O 1.061 0.106 0.465 -0.8602
H 1.969 -3.882 1.326 0.2163
H 1.514 -4.443 -0.298 0.1913
H 0.473 -3.279 0.573 0.1924
H 0.245 -3.221 -1.765 0.2408
H -0.312 -2.030 -3.832 0.2337
H 0.986 -0.026 -4.522 0.2361
H 2.825 0.787 -3.066 0.2289
H 4.516 -0.174 -1.451 0.4196
H 4.992 -0.040 0.618 0.2139
H 4.902 -0.378 2.785 0.2176
H 3.689 -0.540 4.915 0.2358
H 1.203 -0.482 4.907 0.2317
H -0.047 -0.222 2.823 0.2280
```


No. 2
2 unconnected molecules or ions with the total composition C24H23NO5 in a non-equilibrium geometry, computed with ωB97M-V/def2-TZVPD.

Kohn-Sham gap ... 4.283 eV
Strongest force on any atom ... 1.546 eV/A
ΔE to the lowest compared entry with this formula, charge and spin ... 153.6 kcal/mol

```
53
Properties=species:S:1:pos:R:3:nbo_charge:R:1
C -1.699 -2.928 6.067 -0.6220
C -2.495 -2.930 4.790 -0.0722
O -2.409 -1.566 4.287 -0.5306
C -2.818 -1.422 2.999 0.7195
C -2.684 -0.016 2.638 -0.3847
N -3.365 0.549 1.593 0.4511
O -3.374 1.821 1.468 -0.5336
O -3.907 -0.180 0.719 -0.5030
O -3.140 -2.361 2.289 -0.6427
H -1.663 -3.921 6.502 0.2069
H -0.670 -2.597 5.887 0.2052
H -2.149 -2.250 6.796 0.2136
H -2.079 -3.646 4.072 0.1845
H -3.550 -3.171 4.978 0.1868
H -2.145 0.645 3.311 0.2182
C 3.910 -4.310 1.702 -0.6485
C 2.854 -3.341 1.265 0.0952
C 1.546 -3.471 1.768 -0.2454
C 0.576 -2.539 1.446 -0.0890
C 0.863 -1.439 0.575 -0.1041
C -0.142 -0.462 0.379 0.1146
C -0.017 0.743 -0.378 -0.2060
C 1.212 1.428 -0.606 -0.0604
C 1.282 2.546 -1.423 -0.3008
C 0.093 3.121 -1.885 0.3871
O 0.126 4.321 -2.600 -0.5119
C 0.255 4.196 -3.996 0.2876
C -0.876 4.404 -4.791 -0.2520
C -0.789 4.159 -6.162 -0.1902
C 0.432 3.802 -6.745 -0.2212
C 1.560 3.634 -5.935 -0.1934
C 1.479 3.814 -4.551 -0.2636
C -1.147 2.516 -1.646 -0.2535
C -1.189 1.344 -0.924 -0.0678
C 2.152 -1.435 -0.064 -0.1276
C 3.139 -2.328 0.336 -0.2387
H 4.901 -3.967 1.393 0.2236
H 3.900 -4.441 2.790 0.2368
H 3.735 -5.298 1.261 0.2415
H 1.318 -4.303 2.440 0.2305
H -0.436 -2.624 1.856 0.2541
H -1.129 -0.695 0.790 0.2700
H 2.123 1.087 -0.113 0.2131
H 2.235 3.010 -1.687 0.2344
H -1.808 4.704 -4.313 0.2332
H -1.683 4.261 -6.778 0.2223
H 0.508 3.660 -7.824 0.2215
H 2.520 3.357 -6.371 0.2185
H 2.333 3.657 -3.890 0.2195
H -2.056 2.967 -2.044 0.2497
H -2.151 0.876 -0.736 0.2711
H 2.361 -0.726 -0.865 0.2278
H 4.155 -2.254 -0.068 0.2251
```


No. 3
C2HBr2FO in the gas phase in a non-equilibrium geometry, computed with ωB97M-V/def2-TZVPD.

SMILES string ... O=C(F)C(Br)Br
Kohn-Sham gap ... 10.332 eV
Strongest force on any atom ... 3.406 eV/A
ΔE to the lowest compared entry with this formula, charge and spin ... 0.1 kcal/mol

```
7
Properties=species:S:1:pos:R:3:nbo_charge:R:1
O 0.335 0.165 -1.829 -0.4843
C -0.306 0.037 -0.823 0.8016
F -1.646 0.252 -0.811 -0.3332
C 0.110 -0.090 0.579 -0.4530
Br 1.122 1.621 0.861 0.1003
Br 1.198 -1.625 0.948 0.1058
H -0.812 -0.359 1.076 0.2627
```


No. 4
C8H6O2 in the gas phase in a non-equilibrium geometry, computed with ωB97M-V/def2-TZVPD.

SMILES string ... O=C1COc2ccccc21
Kohn-Sham gap ... 9.317 eV
Strongest force on any atom ... 4.204 eV/A
ΔE to the lowest compared entry with this formula, charge and spin ... 29.9 kcal/mol

```
16
Properties=species:S:1:pos:R:3:nbo_charge:R:1
O 1.840 1.139 -1.984 -0.5132
C 0.787 1.166 -1.361 0.5666
C -0.451 2.005 -1.392 -0.1773
O -1.394 1.185 -0.741 -0.4715
C -0.799 0.197 -0.023 0.3064
C -1.387 -0.785 0.752 -0.2631
C -0.588 -1.655 1.460 -0.1655
C 0.814 -1.691 1.192 -0.2410
C 1.369 -0.656 0.549 -0.1622
C 0.517 0.256 -0.093 -0.2234
H -0.765 2.345 -2.359 0.2208
H -0.352 2.855 -0.752 0.2183
H -2.473 -0.887 0.782 0.2269
H -1.103 -2.484 2.046 0.2256
H 1.549 -2.408 1.607 0.2232
H 2.435 -0.584 0.318 0.2294
```


No. 5
A molecular structure, C31H20I3NOPY, computed with ωB97M-V/def2-TZVPD.

Charge ... +2
Kohn-Sham gap ... 6.617 eV
Strongest force on any atom ... 0.361 eV/A

```
58
Properties=species:S:1:pos:R:3:mulliken_charge:R:1
Y 0.487 -0.611 -2.205 1.6154
I 3.331 0.434 -1.878 0.1086
C 4.135 -0.579 -0.207 -0.0816
C 5.365 -1.100 -0.483 -0.6035
C 6.191 -1.586 0.543 -0.9145
C 5.781 -1.466 1.833 -0.8687
C 4.505 -0.936 2.147 0.8603
C 4.143 -0.805 3.511 -0.7671
C 2.930 -0.315 3.884 -1.1296
C 1.992 -0.013 2.886 -0.4884
C 2.292 -0.122 1.545 1.2675
P 0.867 -0.044 0.452 0.5744
C -0.066 -1.604 0.591 0.8760
C 0.397 -2.627 -0.258 -0.5988
C -0.280 -3.838 -0.369 -0.8053
C -1.447 -4.028 0.356 -0.6676
C -1.908 -3.029 1.209 -0.6310
C -1.228 -1.823 1.328 -0.3391
C -0.181 1.364 0.870 0.8715
C 0.433 2.548 1.281 -0.9229
C -0.316 3.707 1.415 -0.8089
C -1.677 3.696 1.137 -0.7716
C -2.290 2.523 0.723 -0.7882
C -1.548 1.359 0.582 -0.4021
C 3.604 -0.528 1.119 0.5560
H 5.740 -1.106 -1.499 0.4455
H 7.158 -2.001 0.296 0.4186
H 6.424 -1.772 2.650 0.4208
H 4.868 -1.105 4.257 0.4253
H 2.669 -0.200 4.928 0.4482
H 0.995 0.292 3.181 0.4534
H 1.385 -2.543 -0.724 0.5458
H 0.114 -4.631 -0.993 0.4721
H -1.987 -4.963 0.278 0.4475
H -2.802 -3.198 1.796 0.4814
H -1.596 -1.058 1.999 0.5078
H 1.495 2.569 1.497 0.4186
H 0.165 4.621 1.739 0.4483
H -2.259 4.602 1.248 0.4591
H -3.353 2.510 0.510 0.4848
H -2.045 0.457 0.250 0.1868
I -0.297 4.454 -3.110 0.1451
C -1.724 2.974 -2.935 -0.4927
C -3.102 3.315 -2.913 -0.1255
C -4.075 2.378 -2.735 -0.4541
I -6.064 2.983 -2.683 0.1929
C -3.718 1.009 -2.561 1.2766
C -4.619 -0.050 -2.342 -0.6412
C -4.151 -1.328 -2.144 -0.9918
C -2.779 -1.559 -2.159 -0.3325
N -1.888 -0.597 -2.381 -0.2089
C -2.349 0.680 -2.590 -0.4789
C -1.355 1.670 -2.787 1.0663
O -0.089 1.217 -2.770 -0.8575
H -3.372 4.356 -3.035 0.4209
H -5.682 0.153 -2.325 0.2477
H -4.830 -2.152 -1.975 0.4566
H -2.391 -2.556 -1.981 0.5725
```